C28H34Cl3GeN6O11PSTi | ωB97M-V/def2-TZVPD

CARTESIAN COORDINATES (ANGSTROEM)
Ti: 0.164 0.832 1.653
O: -0.655 2.516 2.271
N: -1.271 3.662 1.987
C: -0.712 4.756 2.563
C: -1.231 6.000 2.399
C: -2.387 6.129 1.607
C: -2.939 5.020 1.040
C: -2.396 3.713 1.206
S: -3.100 2.352 0.515
H: 0.162 4.525 3.153
H: -0.757 6.844 2.876
H: -2.841 7.099 1.452
H: -3.832 5.077 0.435
N: 0.368 -0.043 4.594
N: 1.093 0.783 3.682
H: 0.890 -0.244 5.443
H: 0.044 -0.904 4.138
H: 2.069 0.503 3.525
H: 1.076 1.732 4.052
Cl: -1.807 -0.278 6.859
Ge: -1.655 0.987 5.056
Cl: -0.481 2.752 5.756
Cl: -3.687 1.877 4.766
O: -1.197 -2.196 3.299
C: -1.607 -1.536 2.346
O: -1.403 -0.271 2.205
C: -2.385 -2.184 1.239
C: -2.890 -1.407 0.205
C: -3.568 -1.986 -0.870
C: -3.703 -3.352 -0.852
O: -4.333 -4.154 -1.768
C: -4.107 -5.492 -1.335
O: -3.532 -5.447 -0.036
C: -3.217 -4.126 0.189
C: -2.564 -3.576 1.257
H: -2.747 -0.335 0.250
H: -3.976 -1.389 -1.674
H: -3.412 -5.982 -2.026
H: -5.058 -6.021 -1.292
H: -2.206 -4.161 2.093
C: 0.668 -2.490 -0.914
P: 1.518 -2.334 0.667
C: 1.154 -3.818 1.617
C: 3.272 -2.392 0.314
O: 1.058 -1.117 1.420
H: 0.872 -3.455 -1.378
H: 1.022 -1.695 -1.575
H: -0.405 -2.378 -0.745
H: 1.549 -4.703 1.118
H: 0.078 -3.910 1.749
H: 1.608 -3.721 2.604
H: 3.537 -3.385 -0.052
H: 3.837 -2.168 1.220
H: 3.528 -1.652 -0.441
O: 3.584 0.853 2.277
C: 3.096 1.110 1.169
O: 1.870 1.570 1.036
C: 3.812 0.892 -0.089
C: 5.153 0.455 -0.093
C: 5.768 0.050 -1.249
C: 5.051 0.060 -2.470
C: 3.722 0.548 -2.487
C: 3.132 0.962 -1.320
N: 5.629 -0.407 -3.637
O: 6.816 -0.829 -3.605
O: 4.947 -0.390 -4.702
H: 5.682 0.411 0.851
H: 6.790 -0.300 -1.260
H: 3.216 0.588 -3.440
H: 2.116 1.334 -1.321
N: -0.461 0.822 -0.422
C: -0.586 1.103 -1.533
N: -0.757 1.396 -2.791
C: -1.853 2.267 -3.220
C: -2.531 1.610 -4.410
O: -1.594 1.313 -5.431
C: -0.608 0.397 -4.985
C: 0.188 0.976 -3.828
H: -1.443 3.239 -3.511
H: -2.541 2.403 -2.384
H: -3.271 2.279 -4.846
H: -3.033 0.690 -4.084
H: 0.045 0.194 -5.831
H: -1.086 -0.540 -4.669
H: 0.766 1.842 -4.162
H: 0.878 0.244 -3.412

The HOMO energy (alpha / beta) is -2.78 / -5.49 eV. For the energy above the lowest of the compared OMol25 structures with the same formula, charge and spin, the calculation gives 1.90 kcal per mole. The value obtained for the LUMO energy (alpha / beta) is 1.9 / 0.7 eV. The orbital gap (alpha / beta) comes out at 4.70 / 6.23 eV. The spin multiplicity is 4. The total charge is -1.

***

C28H34FeN6O3S | ωB97M-V/def2-TZVPD

CARTESIAN COORDINATES (ANGSTROEM)
Fe: 0.071 0.039 -0.018
O: -2.318 2.498 -1.826
C: -1.591 1.606 -1.466
O: -0.788 1.641 -0.433
C: -1.569 0.284 -2.177
C: -2.231 0.056 -3.368
C: -2.159 -1.202 -3.933
C: -1.443 -2.196 -3.279
C: -0.811 -1.897 -2.088
N: -0.875 -0.674 -1.553
H: -2.779 0.877 -3.810
H: -2.653 -1.414 -4.872
H: -1.364 -3.193 -3.687
H: -0.241 -2.645 -1.557
C: 1.016 -6.447 2.556
C: 2.064 -5.727 1.710
C: 3.357 -5.589 2.528
C: 2.338 -6.554 0.446
C: 1.605 -4.337 1.292
C: 2.423 -3.526 0.511
C: 2.006 -2.265 0.135
N: 0.811 -1.778 0.486
C: 0.007 -2.540 1.241
C: 0.367 -3.804 1.658
C: -1.294 -1.894 1.588
C: -2.270 -2.468 2.362
C: -3.428 -1.743 2.683
C: -3.507 -0.449 2.200
C: -2.489 0.070 1.412
N: -1.419 -0.652 1.095
C: -4.508 -2.388 3.542
C: -5.708 -1.464 3.735
C: -3.905 -2.718 4.916
C: -4.982 -3.680 2.862
H: 1.390 -7.436 2.823
H: 0.080 -6.589 2.013
H: 0.806 -5.916 3.487
H: 3.698 -6.578 2.837
H: 3.194 -4.991 3.426
H: 4.158 -5.128 1.950
H: 2.678 -7.551 0.731
H: 3.112 -6.106 -0.178
H: 1.435 -6.665 -0.157
H: 3.398 -3.861 0.186
H: 2.624 -1.621 -0.472
H: -0.312 -4.380 2.267
H: -2.143 -3.474 2.733
H: -4.354 0.183 2.417
H: -2.517 1.078 1.018
H: -5.436 -0.544 4.257
H: -6.457 -1.972 4.341
H: -6.177 -1.200 2.786
H: -3.533 -1.819 5.410
H: -3.084 -3.432 4.840
H: -4.671 -3.161 5.553
H: -5.404 -3.477 1.877
H: -5.756 -4.149 3.471
H: -4.174 -4.404 2.743
N: 1.567 0.461 -1.115
C: 2.289 0.461 -2.046
N: 3.006 0.495 -3.065
C: 4.211 -0.028 -3.217
N: 5.261 -0.471 -3.404
C: 2.174 0.924 3.765
S: 2.063 0.676 2.015
C: 3.056 2.044 1.470
O: 0.600 1.032 1.638
H: 3.165 0.602 4.081
H: 1.412 0.301 4.230
H: 2.003 1.972 4.009
H: 4.021 1.980 1.972
H: 2.532 2.964 1.731
H: 3.173 1.964 0.393

The HOMO energy (alpha / beta) is -11.28 / -11.31 eV. For the energy above the lowest of the compared OMol25 structures with the same formula, charge and spin, the calculation gives 0.00 kcal per mole. The value obtained for the LUMO energy (alpha / beta) is -3.5 / -3.7 eV. The orbital gap (alpha / beta) comes out at 7.74 / 7.63 eV. The spin multiplicity is 2. The total charge is +1.

***

C28H34InN11O7P3 | ωB97M-V/def2-TZVPD

CARTESIAN COORDINATES (ANGSTROEM)
In: -0.327 -0.167 0.112
C: -5.967 0.898 1.097
N: -4.770 0.584 0.325
C: -4.659 0.728 -1.028
C: -3.376 0.391 -1.344
N: -2.705 0.036 -0.210
C: -3.563 0.171 0.795
P: -3.238 0.138 2.584
C: -2.082 -1.255 2.692
N: -1.240 -1.653 1.753
C: -0.585 -2.746 2.245
C: -1.051 -3.013 3.501
N: -2.002 -2.068 3.775
C: -2.709 -1.916 5.040
C: -1.954 1.477 2.550
N: -1.133 1.567 1.564
C: -0.187 2.638 1.875
C: -0.666 3.229 3.231
N: -1.792 2.358 3.562
C: -2.740 2.687 4.610
H: -6.832 0.789 0.449
H: -6.062 0.210 1.932
H: -5.925 1.921 1.469
H: -5.485 1.056 -1.635
H: -2.899 0.400 -2.307
H: 0.185 -3.245 1.676
H: -0.795 -3.778 4.215
H: -2.562 -2.818 5.627
H: -2.317 -1.063 5.595
H: -3.773 -1.780 4.863
H: -0.058 3.300 1.021
H: -0.955 4.279 3.292
H: -2.201 2.993 5.505
H: -3.408 3.498 4.306
H: -3.338 1.813 4.862
N: 0.307 -3.341 -2.817
C: -1.018 -3.097 -3.098
C: -1.440 -2.242 -2.136
N: -0.397 -1.957 -1.279
C: 0.641 -2.658 -1.706
C: 1.930 -2.829 -1.043
N: 2.076 -3.120 0.227
C: 3.430 -3.243 0.416
C: 4.092 -3.031 -0.757
N: 3.120 -2.789 -1.690
H: 0.897 -4.017 -3.273
H: -1.528 -3.550 -3.928
H: -2.418 -1.824 -2.000
H: 3.849 -3.481 1.380
H: 5.138 -3.023 -1.005
H: 3.271 -2.417 -2.612
C: 1.571 3.718 -3.294
C: 1.302 2.221 -3.318
O: 1.473 1.761 -4.677
P: 2.559 1.265 -2.413
O: 3.851 1.454 -3.331
O: 2.998 2.027 -1.087
O: 2.152 -0.122 -2.142
P: -0.419 1.890 -2.723
O: -0.791 0.550 -3.590
O: -1.325 2.985 -3.102
O: -0.317 1.462 -1.271
H: 2.592 3.935 -3.612
H: 1.408 4.127 -2.295
H: 0.873 4.206 -3.971
H: 0.902 0.989 -4.791
H: 3.596 1.435 -4.267
H: 3.531 2.815 -1.246
H: -1.414 0.815 -4.278
C: 1.510 -0.012 1.292
C: 1.251 0.641 2.583
C: 1.081 -0.031 3.738
C: 0.803 0.635 4.996
C: 0.632 1.962 5.094
C: 0.693 2.840 3.881
C: 1.124 2.138 2.558
C: 0.313 2.572 6.345
N: -0.004 3.081 7.329
H: 1.877 -1.029 1.421
H: 2.215 0.552 0.681
H: 1.196 -1.108 3.751
H: 0.747 0.032 5.896
H: 1.283 3.734 4.086
H: 2.022 2.559 2.102

The HOMO energy is -9.97 eV. For the energy above the lowest of the compared OMol25 structures with the same formula, charge and spin, the calculation gives 38.87 kcal per mole. The value obtained for the LUMO energy is -2.1 eV. The orbital gap comes out at 7.88 eV. The spin multiplicity is 1. The total charge is +1.